Entry 1:
# C22H39N2O12

5 unconnected molecules or ions with the total composition C22H39N2O12 in a non-equilibrium geometry (ωB97M-V/def2-TZVPD, the Open Molecules 2025 dataset).

Summary:
Lowest unoccupied orbital energy, eV: -2.77
Calculated total energy, eV: -50990.7914
Frontier orbital gap, eV: 9.6745

```
! RIJCOSX wB97M-V def2-TZVPD def2/J DEFGRID3
* xyz 1 1
C 3.28 -4.79 -2.31
C 2.30 -3.92 -1.56
N 1.80 -2.84 -2.45
C 1.60 -1.55 -1.79
C 2.49 -0.49 -2.57
C 1.60 0.27 -3.53
N 0.17 -0.20 -3.26
C 0.21 -0.95 -1.98
C -0.98 -1.89 -1.62
C -1.48 -1.46 -0.24
C -2.06 -1.81 -2.69
C -3.26 -2.73 -2.48
H 2.79 -5.36 -3.09
H 4.04 -4.16 -2.76
H 3.76 -5.49 -1.63
H 2.80 -3.46 -0.72
H 1.48 -4.54 -1.20
H 0.91 -3.15 -2.84
H 1.82 -1.50 -0.74
H 3.27 -1.05 -3.07
H 2.99 0.14 -1.84
H 1.88 0.21 -4.57
H 1.60 1.31 -3.23
H -0.43 0.62 -3.17
H -0.13 -0.70 -4.09
H 0.16 -0.14 -1.24
H -0.60 -2.90 -1.54
H -2.02 -0.52 -0.30
H -0.61 -1.28 0.38
H -2.06 -2.22 0.26
H -2.39 -0.78 -2.80
H -1.60 -2.10 -3.64
H -3.44 -2.97 -1.44
H -3.19 -3.65 -3.05
H -4.15 -2.23 -2.84
C -4.78 1.34 -4.75
C -5.52 1.89 -3.54
O -4.45 2.03 -2.58
C -3.29 2.15 -3.26
O -2.24 2.43 -2.76
O -3.46 1.87 -4.57
H -5.20 1.66 -5.69
H -4.72 0.25 -4.74
H -5.95 2.87 -3.73
H -6.28 1.22 -3.16
C -2.31 1.74 2.24
C -1.33 2.53 1.40
O -0.09 2.27 2.07
C -0.21 1.11 2.76
O 0.69 0.55 3.28
O -1.50 0.69 2.77
H -3.14 1.33 1.66
H -2.72 2.33 3.06
H -1.26 2.15 0.37
H -1.55 3.59 1.37
C -0.03 3.07 5.63
C 0.83 4.10 6.33
O 0.43 5.31 5.68
C -0.81 5.14 5.16
O -1.48 6.00 4.69
O -1.18 3.83 5.24
H -0.31 2.24 6.27
H 0.45 2.67 4.73
H 0.60 4.18 7.39
H 1.90 3.93 6.20
C 4.54 -1.31 2.76
C 3.69 -0.79 3.90
O 4.67 -0.48 4.90
C 5.86 -0.27 4.28
O 6.83 0.17 4.80
O 5.78 -0.63 2.96
H 4.13 -1.08 1.78
H 4.72 -2.39 2.83
H 3.16 0.13 3.64
H 2.98 -1.52 4.27
*
```

---

Entry 2:
# C22H39N2O2P3Pd

A molecular structure, C22H39N2O2P3Pd in a non-equilibrium geometry (ωB97M-V/def2-TZVPD, the Open Molecules 2025 dataset).

Summary:
Lowest unoccupied orbital energy (spin up / spin down), eV: -12.09 / -16.21
<S²>: 6.04
Calculated total energy, eV: -61822.9058
Frontier orbital gap (spin up / spin down), eV: 7.5146 / 4.3515

```
! RIJCOSX wB97M-V def2-TZVPD def2/J DEFGRID3
* xyz 4 5
P -2.34 0.26 1.44
C -2.18 1.10 3.06
H -3.15 1.06 3.57
H -1.88 2.15 2.92
H -1.43 0.59 3.66
C -3.65 1.26 0.66
H -4.05 0.75 -0.21
H -3.26 2.24 0.34
H -4.46 1.43 1.39
C -3.31 -1.20 1.94
H -4.27 -0.86 2.36
H -2.75 -1.78 2.68
H -3.48 -1.82 1.05
P 1.19 -3.15 0.14
C 2.16 -3.45 1.63
H 2.66 -4.42 1.49
H 1.51 -3.49 2.51
H 2.92 -2.67 1.76
C -0.07 -4.43 0.09
H -0.57 -4.44 -0.88
H -0.81 -4.27 0.88
H 0.45 -5.39 0.26
C 2.30 -3.41 -1.25
H 2.58 -4.47 -1.24
H 3.19 -2.78 -1.15
H 1.79 -3.17 -2.20
P 1.53 1.55 -1.70
C 2.96 2.41 -0.95
H 3.23 3.27 -1.58
H 3.81 1.73 -0.85
H 2.67 2.77 0.05
C 2.20 1.04 -3.31
H 2.77 1.87 -3.74
H 1.38 0.77 -3.98
H 2.86 0.17 -3.18
C 0.56 3.00 -2.28
H 1.13 3.53 -3.05
H 0.35 3.68 -1.44
H -0.39 2.66 -2.70
Pd 0.25 -1.02 -0.08
C -0.21 -1.13 1.81
O -0.12 -1.50 2.92
C 2.11 -0.38 -0.14
O 3.25 -0.50 0.12
C -0.52 -1.32 -3.37
C -1.22 -0.12 -3.26
C -2.37 -0.05 -2.48
C -2.82 -1.18 -1.78
C -2.12 -2.38 -1.89
C -0.96 -2.45 -2.67
H 0.33 -1.41 -4.04
H -0.90 0.76 -3.82
H -2.97 0.87 -2.48
H -3.73 -1.14 -1.19
H -2.52 -3.28 -1.41
H -0.42 -3.39 -2.78
N -0.70 2.84 0.48
C 0.23 2.70 1.48
C 0.54 3.80 2.32
C 1.51 3.61 3.29
C 2.10 2.36 3.41
C 1.72 1.33 2.56
N 0.83 1.49 1.59
H -0.96 2.05 -0.10
H -1.30 3.67 0.46
H 0.02 4.75 2.14
H 1.79 4.44 3.94
H 2.85 2.16 4.16
H 2.16 0.33 2.67
*
```

---

Entry 3:
# C22H39NO5P

A gas-phase ion, C22H39NO5P (charge +1) in a non-equilibrium geometry (ωB97M-V/def2-TZVPD, the Open Molecules 2025 dataset).

Summary:
Lowest unoccupied orbital energy, eV: -5.05
Calculated total energy, eV: -44442.5731
Frontier orbital gap, eV: 7.0598

```
! RIJCOSX wB97M-V def2-TZVPD def2/J DEFGRID3
* xyz 1 1
C 1.58 -3.12 3.61
C 2.40 -3.83 2.36
C 3.19 -2.64 1.56
C 3.07 -2.75 -0.09
C 4.16 -1.67 -0.71
C 3.98 -1.54 -2.36
C 3.65 -0.02 -2.87
C 2.17 0.54 -2.33
C 2.32 2.16 -2.14
C 1.01 3.04 -2.60
C -0.43 2.31 -2.17
C -0.54 2.08 -0.54
C 0.31 3.07 0.49
C 0.20 2.86 2.12
P 1.13 4.01 3.36
O 2.44 3.32 3.96
O -0.03 4.43 4.62
O 1.49 5.53 2.51
C -0.77 1.65 2.67
N -1.54 0.76 1.71
C -1.50 0.92 0.18
C -2.37 -0.01 -0.87
C -2.63 -1.56 -0.34
C -3.94 -1.57 0.65
C -5.31 -2.18 -0.02
O -5.29 -2.31 -1.48
C -5.43 -1.03 -2.17
C -6.15 0.33 -1.60
O -4.92 -0.97 -3.43
H 0.53 -3.62 3.78
H 2.22 -3.21 4.59
H 1.39 -1.97 3.44
H 1.70 -4.43 1.62
H 3.19 -4.58 2.82
H 2.83 -1.55 1.84
H 4.36 -2.70 1.79
H 2.00 -2.40 -0.49
H 3.28 -3.85 -0.48
H 5.24 -2.09 -0.43
H 4.00 -0.62 -0.20
H 3.24 -2.37 -2.79
H 5.05 -1.82 -2.81
H 3.60 -0.03 -4.05
H 4.54 0.67 -2.56
H 1.99 0.03 -1.30
H 1.39 0.20 -3.14
H 3.26 2.53 -2.78
H 2.56 2.38 -1.00
H 0.97 3.11 -3.79
H 1.06 4.14 -2.17
H -1.33 2.98 -2.59
H -0.47 1.32 -2.80
H 1.00 3.94 0.06
H -0.36 3.59 5.07
H 1.68 6.25 3.18
H -0.90 1.45 3.84
H -2.16 0.01 2.12
H -1.90 -0.10 -1.94
H -3.42 0.52 -0.99
H -1.70 -1.87 0.33
H -2.69 -2.27 -1.26
H -3.66 -2.27 1.57
H -4.10 -0.49 1.14
H -6.26 -1.60 0.41
H -5.42 -3.28 0.42
H -5.79 0.68 -0.54
H -5.87 1.22 -2.35
H -7.34 0.27 -1.65
*
```

---

Entry 4:
# C22H40BN5PdS2Si3

A molecular structure, C22H40BN5PdS2Si3 in a non-equilibrium geometry (ωB97M-V/def2-TZVPD, the Open Molecules 2025 dataset).

Summary:
Lowest unoccupied orbital energy, eV: -1.18
Calculated total energy, eV: -80377.6583
Frontier orbital gap, eV: 6.0277

```
! RIJCOSX wB97M-V def2-TZVPD def2/J DEFGRID3
* xyz 0 1
Pd 0.25 -0.39 0.11
C 3.55 -0.80 -2.77
Si 2.14 0.20 -1.91
C 0.47 -0.37 -2.74
C 2.24 1.99 -2.58
C 2.39 0.14 -0.02
Si 2.90 -1.36 1.03
C 1.72 -1.53 2.56
C 3.16 -3.12 0.32
C 4.66 -0.98 1.68
Si 2.59 1.75 0.92
C 4.25 2.61 0.53
C 2.39 1.77 2.83
C 1.11 2.83 0.38
C 1.16 4.21 0.21
C 0.02 4.91 -0.14
C -1.15 4.19 -0.32
C -1.12 2.81 -0.14
N -0.03 2.15 0.21
H 3.35 -0.89 -3.84
H 3.67 -1.80 -2.37
H 4.50 -0.29 -2.66
H 0.62 -0.59 -3.79
H -0.26 0.44 -2.67
H 0.02 -1.25 -2.27
H 2.24 1.98 -3.67
H 3.13 2.52 -2.26
H 1.38 2.57 -2.27
H 0.79 -0.98 2.39
H 2.18 -1.15 3.46
H 1.46 -2.57 2.72
H 2.23 -3.68 0.25
H 3.82 -3.67 0.99
H 3.63 -3.11 -0.65
H 4.72 -0.02 2.18
H 5.36 -0.97 0.86
H 4.98 -1.74 2.38
H 5.07 1.95 0.78
H 4.38 3.52 1.11
H 4.35 2.86 -0.52
H 3.13 1.15 3.33
H 1.41 1.42 3.15
H 2.52 2.78 3.22
H 2.10 4.72 0.35
H 0.04 5.98 -0.27
H -2.07 4.68 -0.60
H -2.01 2.21 -0.30
C 1.18 -3.81 -2.44
N -0.25 -3.74 -2.40
C -1.11 -4.09 -3.41
C -2.36 -3.88 -2.94
N -2.29 -3.42 -1.66
B -3.62 -3.19 -0.86
N -3.30 -2.51 0.49
C -3.51 -3.03 1.73
C -3.04 -2.15 2.66
N -2.54 -1.08 1.97
C -1.88 0.07 2.50
C -2.69 -1.34 0.64
S -2.21 -0.27 -0.58
C -1.00 -3.33 -1.34
S -0.26 -2.90 0.14
H 1.53 -3.72 -3.47
H 1.54 -4.76 -2.03
H 1.60 -2.99 -1.85
H -0.76 -4.45 -4.35
H -3.31 -4.01 -3.42
H -4.09 -4.26 -0.65
H -4.31 -2.47 -1.51
H -3.97 -3.99 1.87
H -3.01 -2.22 3.72
H -1.53 -0.13 3.52
H -2.55 0.93 2.51
H -1.01 0.32 1.84
*
```